[1]
{"formula": "C2H4O3S", "method": "ωB97M-V/def2-TZVPD", "max_force_ha_per_bohr": 0.1098, "mol_weight_g_mol": 108.1, "homo_ev": -9.4, "gap_ev": 9.95, "smiles": "O[C@@]1(S)COO1", "spin_multiplicity": 1, "e_lumo_ha": 0.0186, "energy_ev": -19111.76503, "e_above_lowest_kj_mol": 391.5, "species": ["C", "C", "O", "O", "O", "S", "H", "H", "H", "H"], "positions_angstrom": [[0.20800, -0.99902, -0.04919], [-0.11590, 0.54836, 0.18377], [-0.83022, -0.97180, -1.05289], [-1.49484, 0.24584, -0.62641], [-0.35271, 1.07359, 1.30996], [0.90308, 1.63781, -0.78162], [1.12551, -1.28309, -0.43674], [-0.13047, -1.55694, 0.90115], [-1.17462, 0.54722, 1.61818], [1.86218, 0.75804, -1.06621]], "forces_ev_per_angstrom": [[-4.433, 2.138, 1.868], [0.437, -2.410, -5.088], [0.179, -1.233, -0.408], [2.692, -0.067, 1.725], [-3.244, -0.089, 4.272], [0.387, 0.585, -0.348], [1.739, -0.553, -0.605], [0.633, 0.435, -1.390], [1.589, 1.309, 0.045], [0.022, -0.114, -0.073]], "mulliken_charge": [-0.488, 0.584, -0.199, -0.276, -0.458, -0.211, 0.356, 0.172, 0.395, 0.123]}

=====

[2]
{"formula": "C6H10NO2P", "method": "ωB97M-V/def2-TZVPD", "max_force_ha_per_bohr": 0.2135, "mol_weight_g_mol": 159.1, "homo_ev": [-6.6, -8.5], "gap_ev": [7.39, 5.87], "spin_multiplicity": 3, "e_lumo_ha": [0.0288, -0.0961], "energy_ev": -21253.68367, "e_above_lowest_kj_mol": 2.3, "species": ["C", "C", "C", "C", "C", "C", "N", "O", "O", "P", "H", "H", "H", "H", "H", "H", "H", "H", "H", "H"], "positions_angstrom": [[1.92235, 0.84591, -2.67108], [1.35839, 0.03874, -3.70260], [1.42265, 0.43280, -1.49463], [0.39930, -0.75072, -3.09915], [-1.09980, -2.28787, 2.97888], [-1.37890, 1.33174, 1.78146], [0.41167, -0.46785, -1.73734], [0.95311, -0.26204, 2.28054], [-1.41112, -1.34192, 2.27242], [-0.31831, -0.23722, 1.49866], [2.60815, 1.58440, -2.61015], [1.65210, -0.12171, -4.75206], [1.67045, 1.01300, -0.60404], [-1.76928, -3.23347, 3.14830], [-0.00473, -2.24092, 3.48648], [-0.27911, -1.46529, -3.59964], [-1.17305, 1.40992, 2.83811], [-1.03038, 2.26453, 1.35067], [-2.34189, 1.01836, 1.68289], [-0.02766, -0.90604, -0.97825]], "forces_ev_per_angstrom": [[-0.891, -2.278, -0.636], [-0.326, -0.541, -0.338], [-0.887, 1.048, 0.261], [0.007, -0.052, -0.074], [4.446, -7.701, 6.442], [3.431, -0.510, 0.919], [1.119, 0.504, -0.838], [-0.410, 0.322, -0.777], [-2.323, 7.242, -5.805], [-0.661, -0.385, 1.958], [2.276, 2.129, -0.812], [-0.270, 0.626, 0.685], [-0.595, -0.972, 0.293], [1.178, 2.186, -0.599], [-2.722, -0.457, -1.096], [0.544, 0.448, 0.819], [-0.035, 0.098, 0.595], [-0.174, -0.328, -0.637], [-2.796, -0.426, -0.786], [-0.913, -0.951, 0.427]], "mulliken_charge": [-0.579, -0.509, -0.155, -0.411, -0.453, -0.885, 0.120, -0.535, -0.318, 0.689, 0.497, 0.340, 0.273, 0.249, 0.241, 0.347, 0.307, 0.332, 0.346, 0.103]}

=====

[3]
{"formula": "C20H47AuN2OSbSi5", "method": "ωB97M-V/def2-TZVPD", "max_force_ha_per_bohr": 0.0465, "mol_weight_g_mol": 790.8, "charge": 1, "homo_ev": [-9.3, -9.3], "gap_ev": [3.88, 3.86], "spin_multiplicity": 1, "e_lumo_ha": [-0.2000, -0.2003], "energy_ev": -76141.57704, "e_above_lowest_kj_mol": 583.8, "species": ["Au", "C", "Si", "C", "C", "C", "C", "C", "C", "C", "Si", "C", "C", "H", "H", "H", "H", "H", "H", "H", "H", "H", "H", "H", "H", "H", "H", "H", "H", "C", "Si", "C", "C", "Sb", "Si", "C", "C", "C", "Si", "C", "C", "C", "H", "H", "H", "H", "H", "H", "H", "H", "H", "H", "H", "H", "H", "H", "H", "H", "H", "H", "H", "H", "H", "H", "H", "H", "H", "H", "H", "N", "C", "N", "O", "H", "H", "H", "H"], "positions_angstrom": [[0.04390, -1.19285, -2.61335], [3.24210, 0.20905, -4.17175], [2.12960, 0.24525, -2.61265], [3.25500, 0.47155, -1.09095], [1.07610, 1.88205, -2.71755], [1.60260, 3.24805, -3.00945], [0.79670, 4.27285, -3.33025], [-0.66850, 4.33255, -3.31955], [-1.54420, 3.35405, -3.02685], [-1.07820, 1.98465, -2.72595], [-2.04210, 0.31025, -2.46295], [-3.27700, 0.47455, -1.02345], [-3.13500, 0.22355, -4.04415], [3.98010, 1.00415, -4.13875], [2.68730, 0.30695, -5.09895], [3.78130, -0.72905, -4.21615], [3.63990, 1.48835, -1.05725], [4.10310, -0.20435, -1.10425], [2.69160, 0.30015, -0.17985], [2.66960, 3.40065, -2.98815], [1.25830, 5.22235, -3.56265], [-1.06370, 5.31285, -3.54755], [-2.59890, 3.57185, -2.96685], [-3.67330, 1.48575, -0.96105], [-2.79750, 0.23945, -0.08195], [-4.11320, -0.20165, -1.16265], [-3.88860, 1.00545, -4.03325], [-3.65860, -0.72265, -4.08635], [-2.58000, 0.32495, -4.97145], [-1.65060, 1.91105, 2.20465], [-0.00780, 1.02595, 2.59565], [0.01080, 0.69535, 4.47835], [1.55470, 1.99095, 2.10455], [0.00900, -1.12885, 1.08115], [2.10150, -2.60285, 1.93935], [1.82840, -4.41645, 1.41845], [3.81080, -2.06125, 1.28435], [2.09340, -2.44905, 3.84215], [-2.09220, -2.60235, 1.93675], [-2.08570, -2.45945, 3.84315], [-1.82760, -4.41675, 1.40765], [-3.81220, -2.06885, 1.29975], [-1.60540, 2.96525, 2.46165], [-2.47950, 1.47395, 2.75495], [-1.87900, 1.83135, 1.14795], [0.00930, 1.64025, 5.01145], [0.89070, 0.14915, 4.79485], [-0.86020, 0.14045, 4.80615], [1.57940, 2.97345, 2.56695], [1.57880, 2.13965, 1.02945], [2.45690, 1.46275, 2.40265], [1.57820, -4.50175, 0.36545], [1.03540, -4.88145, 1.99205], [2.72940, -4.99745, 1.59015], [3.91210, -2.27525, 0.22505], [4.59120, -2.61135, 1.80325], [4.00380, -1.00495, 1.43825], [1.12380, -2.69465, 4.26255], [2.34840, -1.44135, 4.15395], [2.82100, -3.12195, 4.28525], [-1.11730, -2.70755, 4.26495], [-2.81470, -3.13505, 4.28035], [-2.34180, -1.45365, 4.16055], [-1.03390, -4.88875, 1.97455], [-1.58370, -4.49865, 0.35285], [-2.73080, -4.99375, 1.58165], [-4.01830, -1.01825, 1.47385], [-4.58230, -2.63775, 1.81405], [-3.91780, -2.26455, 0.23735], [0.18180, 3.02565, -0.66135], [0.00520, 1.92465, -1.55375], [-0.01110, 1.67815, -3.72395], [-0.18700, 0.77675, -0.89085], [0.04080, 3.92775, -1.09375], [-0.45100, 2.92475, 0.12195], [0.01970, 2.34585, -4.49595], [-0.06330, 0.71005, -4.06445]], "forces_ev_per_angstrom": [[0.133, -0.236, 0.488], [-0.591, -0.233, 0.577], [0.453, 1.298, -0.473], [-0.714, -0.656, -0.398], [0.573, -0.498, 0.478], [0.138, 0.284, -0.245], [0.609, 0.007, -0.029], [-0.682, -0.083, -0.108], [-0.168, 0.320, -0.161], [-0.553, -0.407, 0.509], [-0.381, 2.184, 0.900], [0.697, -0.624, -0.347], [0.918, -0.979, 0.265], [0.123, 0.232, 0.160], [-0.188, -0.014, -0.144], [0.152, -0.266, -0.043], [-0.083, 0.226, -0.200], [0.115, -0.142, -0.058], [-0.086, -0.003, 0.206], [0.165, 0.133, 0.026], [0.154, 0.019, -0.008], [-0.117, 0.042, 0.038], [-0.145, 0.158, -0.039], [0.072, 0.240, -0.227], [0.068, -0.030, 0.122], [-0.181, -0.124, -0.042], [0.004, 0.310, 0.433], [-0.207, -0.278, -0.114], [0.173, -0.026, -0.158], [0.607, -0.259, -0.088], [0.061, -0.076, 0.449], [0.029, -0.049, -0.798], [-0.569, -0.361, -0.027], [-0.286, -0.856, 0.257], [-0.050, -0.264, 0.471], [-0.003, 0.696, 0.140], [-0.777, 0.037, 0.084], [0.008, -0.051, -0.703], [0.167, -0.225, 0.564], [-0.053, -0.097, -0.720], [0.002, 0.710, 0.144], [0.782, 0.053, 0.067], [0.063, 0.222, 0.122], [-0.046, -0.144, 0.128], [-0.092, -0.001, -0.226], [0.002, 0.323, 0.029], [0.200, -0.125, 0.022], [-0.186, -0.135, -0.001], [-0.068, 0.179, 0.176], [0.040, 0.012, -0.095], [0.076, -0.171, 0.125], [-0.061, 0.005, -0.190], [-0.144, -0.021, 0.099], [0.270, -0.013, 0.059], [-0.017, -0.027, -0.201], [0.013, -0.200, 0.182], [0.001, 0.201, 0.035], [-0.184, -0.024, 0.014], [0.050, 0.192, 0.008], [0.218, -0.182, 0.022], [0.184, -0.023, 0.008], [-0.208, -0.171, 0.039], [-0.046, 0.196, 0.007], [0.141, -0.016, 0.100], [0.060, 0.008, -0.195], [-0.265, -0.014, 0.056], [-0.011, 0.202, 0.049], [0.000, -0.205, 0.174], [0.011, -0.029, -0.204], [-0.078, -0.012, 0.014], [0.172, 0.753, -0.340], [0.035, -0.217, -0.749], [-0.734, -0.588, -0.421], [0.025, 0.001, 0.118], [0.011, 0.006, -0.001], [0.019, -0.159, -0.046], [0.182, 0.069, -0.163]], "mulliken_charge": [-0.254, -1.250, -0.074, -0.531, 0.751, -0.900, -0.828, -0.807, -0.849, 1.005, 0.012, -0.497, -1.248, 0.379, 0.353, 0.389, 0.465, 0.469, -0.350, 0.440, 0.431, 0.439, 0.432, 0.491, -0.476, 0.487, 0.377, 0.425, 0.376, -0.669, 0.609, -1.024, -0.737, -0.768, 0.523, -1.103, -1.155, -0.956, 0.485, -0.969, -1.103, -1.146, 0.470, 0.342, -0.201, 0.387, 0.263, 0.268, 0.441, 0.009, 0.295, 0.340, 0.262, 0.410, 0.244, 0.503, 0.363, 0.189, 0.221, 0.441, 0.196, 0.443, 0.216, 0.272, 0.328, 0.410, 0.365, 0.496, 0.231, -0.214, -0.762, 0.105, 0.825, 0.365, 0.014, 0.547, 0.274]}

=====

[4]
{"formula": "C5H8O2", "method": "ωB97M-V/def2-TZVPD", "max_force_ha_per_bohr": 0.0281, "mol_weight_g_mol": 100.1, "homo_ev": -9.0, "gap_ev": 9.84, "smiles": "O=CCC1(O)CC1", "spin_multiplicity": 1, "e_lumo_ha": 0.0305, "energy_ev": -9407.61550, "e_above_lowest_kj_mol": 213.9, "species": ["O", "C", "C", "C", "O", "C", "C", "H", "H", "H", "H", "H", "H", "H", "H"], "positions_angstrom": [[-1.75232, 0.00929, -0.11185], [-0.38147, -0.22377, -0.27306], [0.44022, 0.99686, 0.12667], [0.06688, 1.64718, 1.44858], [-0.99827, 1.54606, 2.02057], [-0.09637, -1.11580, -1.42271], [0.49057, -1.63268, -0.16593], [-1.89571, 0.56718, 0.67650], [1.49059, 0.71286, 0.19479], [0.38259, 1.81940, -0.60620], [0.84999, 2.30465, 1.88122], [0.63791, -0.97557, -2.19558], [-1.02246, -1.61476, -1.70493], [0.23286, -2.63213, 0.17974], [1.55498, -1.40878, -0.04782]], "forces_ev_per_angstrom": [[0.194, -0.498, 0.315], [0.676, -0.449, 0.163], [0.117, -0.189, -0.064], [-0.289, -0.085, 0.066], [0.513, -0.031, -0.342], [0.280, -0.119, -0.455], [-0.848, 0.716, 0.922], [0.214, -0.447, -0.060], [0.083, 0.199, -0.038], [-0.080, -0.172, -0.017], [-0.069, -0.099, -0.093], [-0.241, 0.659, -0.570], [0.263, 0.091, -0.236], [-0.421, 0.474, 0.312], [-0.393, -0.048, 0.097]], "mulliken_charge": [-0.608, 0.799, -0.853, 0.204, -0.536, -0.494, -0.891, 0.359, 0.370, 0.279, 0.339, 0.266, 0.251, 0.298, 0.217]}